(1)
Entry from the Open Molecules 2025 dataset: C21H9BrCl60NO2 as an isolated structure at a distorted geometry (wB97M-V/def2-TZVPD).

XYZ file:
```
94
Properties=species:S:1:pos:R:3:forces:R:3
O -0.785612 -4.686500 4.107188 0.529 -0.793 1.612
C -1.092683 -4.115283 3.137163 -0.383 0.236 -1.568
O -2.245229 -3.361657 3.024930 0.795 0.432 -0.376
C -0.241992 -4.085666 1.860170 -0.599 1.353 -0.679
C 0.216033 -2.645691 1.721978 -0.215 -2.332 1.250
N 0.084437 -1.956920 0.663801 0.948 0.867 1.100
C 0.599045 -0.574372 0.888269 -1.120 0.658 -0.697
C 0.795683 -0.458194 2.412832 -0.588 -0.022 0.043
Br 2.311553 0.694465 2.880821 -8.006 1.587 6.257
C 0.851217 -1.932406 2.873107 0.736 0.979 -0.423
H -2.101146 -2.596585 3.602052 -0.644 -0.157 0.302
H 0.616658 -4.755763 1.913536 -0.096 -0.019 0.101
H -0.884525 -4.300011 0.992995 0.485 -0.065 0.402
H -0.327418 -2.315324 -0.188972 0.110 0.121 -0.112
H -0.263189 0.051185 0.646113 0.542 0.388 -0.453
H 1.464011 -0.370628 0.258696 0.007 -0.047 0.028
H -0.051694 0.114353 2.783618 -0.091 -0.379 0.284
H 1.901259 -2.246495 2.914852 0.122 -0.191 -0.185
H 0.487921 -2.169414 3.873148 -0.383 0.072 -0.191
C -1.472699 3.388369 0.428117 0.029 0.018 0.208
Cl -2.092109 1.976569 -0.453969 0.006 -0.074 0.036
Cl -1.038223 4.643591 -0.707288 -0.078 -0.412 0.080
Cl -2.718433 3.982307 1.532145 0.030 -0.035 -0.025
Cl -0.024459 2.922176 1.353277 -2.228 -0.687 1.261
C -3.160516 -7.366468 1.458618 -0.145 -0.111 0.171
Cl -2.403426 -6.011900 0.597484 -0.501 -0.030 -0.030
Cl -3.610350 -6.841634 3.082141 0.061 -0.018 -0.052
Cl -4.592446 -7.910945 0.591411 0.163 0.065 -0.009
Cl -1.976599 -8.673493 1.560096 -0.097 -0.137 -0.017
C -0.585853 -6.978205 -3.104994 0.129 -0.369 -0.013
Cl -0.554229 -5.248449 -2.724568 -0.078 0.298 -0.059
Cl 1.000132 -7.474291 -3.697617 -0.043 0.071 0.015
Cl -0.969616 -7.864230 -1.628828 0.103 -0.229 -0.236
Cl -1.805997 -7.294163 -4.339162 0.379 -0.097 0.658
C 6.085220 -1.591675 4.504080 0.130 0.569 0.405
Cl 4.536772 -2.448072 4.333908 -0.153 -0.084 -0.046
Cl 7.404732 -2.747036 4.337699 -0.083 0.023 -0.064
Cl 6.222311 -0.352548 3.245674 0.238 -0.861 3.532
Cl 6.153780 -0.835767 6.097110 -0.046 -0.088 0.150
C -4.057843 7.498116 -2.282303 0.040 0.153 -0.084
Cl -5.058420 7.109131 -3.683121 0.011 -0.029 0.089
Cl -4.905895 8.679831 -1.269480 -0.313 -0.342 -0.418
Cl -3.702560 6.032806 -1.360081 -0.485 0.290 -0.048
Cl -2.520363 8.180986 -2.838180 -0.021 0.018 -0.105
C -8.106071 8.927439 1.558040 -0.041 -0.006 0.014
Cl -7.835219 8.399101 3.223181 0.004 0.021 -0.049
Cl -7.100931 10.343896 1.218485 0.006 -0.027 0.000
Cl -7.669858 7.623340 0.447434 -0.105 -0.031 0.080
Cl -9.807637 9.345112 1.340395 0.070 -0.008 0.005
C -4.609010 -6.388541 -7.790552 -0.159 -0.067 -0.155
Cl -3.345327 -6.665103 -6.566894 -0.472 0.315 -0.517
Cl -4.628180 -7.721191 -8.946413 -0.444 0.246 0.038
Cl -6.179040 -6.281288 -6.987456 0.070 0.003 0.020
Cl -4.272599 -4.875888 -8.636634 0.030 -0.049 0.053
C 2.596638 5.081099 0.209687 0.091 -0.145 -0.028
Cl 2.469063 5.386373 1.950664 1.040 -1.332 -3.479
Cl 2.064054 3.414719 -0.140416 1.999 0.663 -1.414
Cl 1.571356 6.226915 -0.654777 0.505 0.213 -0.084
Cl 4.278311 5.276205 -0.300031 -0.074 0.115 -0.004
C 1.288506 6.011368 4.418009 -0.228 0.231 0.313
Cl 2.159507 7.337460 3.635277 -0.326 1.356 1.637
Cl 0.807418 6.500863 6.043499 0.069 -0.074 -0.122
Cl -0.152944 5.609933 3.475420 -0.341 0.132 0.339
Cl 2.346792 4.586883 4.515465 -0.154 -0.213 1.341
C 2.641543 9.641498 -2.523075 0.067 -0.013 -0.019
Cl 3.479686 8.418678 -3.487134 -0.021 0.023 0.047
Cl 3.232908 9.587886 -0.857374 -0.014 0.010 -0.028
Cl 2.942397 11.242016 -3.205051 -0.026 -0.057 0.032
Cl 0.903616 9.315354 -2.536827 0.142 -0.254 -0.257
C 2.085472 -6.998143 4.076315 -0.080 -0.183 0.214
Cl 2.742683 -5.626669 3.149935 0.114 0.027 -0.049
Cl 1.612207 -6.446762 5.682946 0.046 0.005 -0.089
Cl 0.674430 -7.655555 3.232404 0.110 0.142 -0.005
Cl 3.321516 -8.246306 4.218358 -0.041 0.105 -0.061
C 5.090930 0.337847 0.385147 1.496 0.135 -1.342
Cl 6.663949 -0.400311 0.829289 0.365 0.402 -3.600
Cl 3.840131 0.055014 1.649388 6.170 -0.768 -6.115
Cl 5.306784 2.079063 0.165429 0.078 0.003 0.455
Cl 4.520927 -0.398045 -1.133940 -0.462 7.341 3.811
C -1.098626 10.119128 0.885535 -0.082 -0.076 0.209
Cl -2.672592 9.558405 0.314877 0.350 0.351 0.258
Cl -0.093988 8.682387 1.146715 0.177 0.086 -0.050
Cl -0.363695 11.185328 -0.311717 -0.182 0.100 0.316
Cl -1.282764 10.985417 2.416839 0.008 -0.021 -0.054
C 3.962170 -3.586479 -0.783242 0.224 -0.223 -0.637
Cl 4.802032 -5.126148 -0.941411 -0.063 -0.010 0.118
Cl 2.252943 -3.792698 -1.208997 -0.159 -0.092 -0.110
Cl 4.057311 -3.037545 0.897628 0.050 -0.088 0.187
Cl 4.693722 -2.388466 -1.846943 0.389 -8.623 -3.333
C -0.934307 -9.741607 -9.524735 0.053 -0.003 0.023
Cl -2.090411 -10.269878 -10.754241 0.015 0.020 0.033
Cl -1.739660 -8.638785 -8.401944 0.602 -0.284 -0.023
Cl -0.329555 -11.148391 -8.640774 -0.021 0.036 -0.029
Cl 0.416175 -8.909029 -10.304247 -0.043 -0.025 0.019
```
Positions in Å, forces in eV/Å.

frontier orbital gap	6.9675	eV
net charge	+1
HOMO level	-10.828	eV

---

(2)
Entry from the Open Molecules 2025 dataset: C22H11Co2NO7 as an isolated structure at a distorted geometry (wB97M-V/def2-TZVPD).

XYZ file:
```
43
Properties=species:S:1:pos:R:3:forces:R:3
O -1.023320 -1.462409 -0.155259 -2.632 -1.670 0.632
C -2.232049 -1.879300 -0.159656 0.701 0.847 0.225
C -2.628346 -3.237576 -0.386768 -0.349 0.055 0.031
C -3.950269 -3.605221 -0.244939 0.134 -0.053 -0.013
C -4.934790 -2.654229 0.081742 -0.784 -0.257 0.036
C -6.303783 -3.082580 0.225222 -1.260 -0.423 0.073
N -7.412549 -3.453184 0.330172 1.861 0.651 -0.159
C -4.577470 -1.296950 0.231532 0.211 0.230 -0.095
C -3.259968 -0.918173 0.112330 -0.770 -0.168 -0.175
H -1.871484 -3.967784 -0.654865 -0.011 0.084 0.098
H -4.256669 -4.648844 -0.379168 0.130 0.366 0.028
H -5.349814 -0.542309 0.416635 0.216 -0.346 0.022
H -2.945365 0.123065 0.189863 -0.093 -0.282 0.107
O -1.176899 -0.130481 3.137575 1.228 0.705 -0.891
C -0.185897 0.127643 2.593243 -0.877 -1.461 0.940
Co 1.430899 0.546119 1.921380 -1.056 4.754 2.954
C 1.106271 2.192136 1.273171 -0.423 0.983 0.236
O 0.936806 3.285598 0.970576 -0.003 -0.465 -0.051
C 2.227922 1.069682 3.466275 -0.609 -0.629 1.573
O 2.449163 1.320521 4.582091 0.134 0.021 -1.407
C 2.555339 -0.607666 1.117126 0.981 -3.847 -0.348
C 1.416110 -0.393034 0.406118 -0.395 -2.019 -4.070
C 0.678880 -0.771405 -0.724228 3.776 2.743 1.113
C 0.331510 0.412831 -1.596539 -1.302 -0.212 0.210
C -0.834345 0.530201 -2.382429 0.361 -0.078 -0.388
C -0.970470 1.587978 -3.294779 0.135 -0.224 0.109
C 0.049081 2.537838 -3.453476 -0.265 -0.213 -0.038
C 1.154878 2.494491 -2.608843 -0.532 -0.211 0.298
C 1.223887 1.498226 -1.634187 0.646 -0.088 -0.461
Co 3.930928 0.762984 1.568734 0.823 0.544 -0.657
C 4.991113 0.917907 2.937713 -0.608 -0.405 0.726
O 5.723132 1.099758 3.807906 0.515 0.138 0.188
C 3.899629 2.419433 0.989953 0.057 1.366 -0.461
O 4.120131 3.522213 0.695342 -0.136 -0.736 0.141
C 5.222200 0.206083 0.550345 -0.792 -0.663 -0.018
O 6.178260 -0.053654 -0.036196 0.422 0.038 -0.265
H 2.953473 -1.628110 1.263694 -0.038 0.463 0.278
H 0.820010 -1.787498 -1.095751 0.427 0.652 -0.543
H -1.606059 -0.243681 -2.300850 0.296 0.359 -0.045
H -1.873362 1.647372 -3.908171 0.253 0.006 0.135
H -0.027052 3.299858 -4.228370 -0.041 -0.098 0.147
H 1.956799 3.228632 -2.684922 -0.242 -0.089 0.090
H 2.063545 1.533534 -0.939346 -0.088 -0.367 -0.305
```
Positions in Å, forces in eV/Å.

energy relative to the best compared isomer or geometry (same formula, charge and spin)	57.73	kcal per mole
frontier orbital gap	5.1655	eV
net charge	-2
HOMO level	-0.216	eV

---

(3)
Entry from the Open Molecules 2025 dataset: C22H11F11MnN2O10S4 as an isolated structure at a distorted geometry (wB97M-V/def2-TZVPD).

XYZ file:
```
61
Properties=species:S:1:pos:R:3:forces:R:3
Mn -0.154811 -0.579655 0.042755 -0.116 -0.704 -0.123
O -1.981798 2.797311 4.598183 0.083 -0.121 -0.187
C -1.525407 2.032455 3.587932 -0.002 0.121 0.128
C -0.169809 1.969209 3.248258 0.028 -0.112 -0.067
C 0.189783 1.131107 2.215979 0.218 0.091 0.182
N -0.723476 0.426264 1.576066 0.086 -0.079 -0.302
C -2.018679 0.509565 1.837197 -0.215 -0.011 0.103
C -2.475744 1.303987 2.863046 0.055 -0.131 -0.116
C -2.821917 -0.287775 0.823610 -0.519 0.282 0.213
O -4.024751 -0.338902 0.858771 0.314 -0.039 -0.014
O -2.040412 -0.829547 -0.082353 0.772 -0.107 0.087
C 1.573682 0.874577 1.641742 0.224 0.509 0.268
O 2.542761 1.485044 2.025171 -0.286 -0.209 -0.111
O 1.541101 -0.054315 0.718954 -0.607 -0.502 -0.104
H -1.247677 3.238447 5.041789 -0.006 0.019 0.007
H 0.592261 2.540096 3.763948 -0.008 0.000 -0.001
H -3.530542 1.366785 3.088312 -0.010 0.001 0.006
F 4.147864 -3.045648 5.066985 -0.060 0.007 -0.039
C 3.219997 -2.950296 4.123003 -0.010 0.023 -0.003
C 3.390228 -3.608717 2.915027 0.018 0.017 0.059
F 4.488342 -4.328074 2.702535 -0.051 0.027 0.021
C 2.419003 -3.501132 1.938156 -0.052 0.165 -0.063
F 2.616465 -4.132798 0.787282 -0.005 0.014 0.062
C 1.265786 -2.731710 2.126303 0.241 0.066 0.206
S 0.080723 -2.675866 0.858411 -0.249 0.833 -0.479
C 1.120830 -2.096557 3.358443 0.015 -0.183 -0.042
F 0.012532 -1.402346 3.637459 -0.007 0.036 -0.053
C 2.077749 -2.196350 4.347831 0.114 -0.024 -0.008
F 1.906891 -1.581678 5.517275 -0.001 0.010 0.018
F 0.982308 -2.082047 -5.228807 0.005 -0.009 0.097
C 0.834106 -2.380555 -3.941101 -0.007 0.078 -0.075
F -0.213208 -3.184649 -3.798533 -0.110 -0.078 -0.017
F 1.919407 -2.998797 -3.501859 0.002 0.028 0.006
S 0.520727 -0.827550 -2.998187 0.895 0.815 -0.775
O 0.350621 -1.417806 -1.648896 -0.352 -0.217 0.956
O -0.658310 -0.218446 -3.546242 -0.093 -0.105 0.049
N 1.875225 -0.114533 -3.146840 -0.163 -0.704 -0.023
S 2.042928 1.504477 -3.179400 -0.907 0.669 -0.190
O 3.198860 1.913764 -2.391306 0.397 -0.011 0.151
O 1.232153 3.429943 -0.664223 -0.467 0.341 0.392
C 2.627943 1.619555 -4.951859 0.081 -0.300 0.857
F 1.747647 1.034410 -5.758149 -0.088 0.010 -0.266
F 2.707242 2.916848 -5.258557 0.042 0.151 -0.219
F 3.816325 1.059460 -5.101483 0.214 -0.045 -0.298
C -1.232390 2.902566 -2.665998 0.005 0.027 -0.061
S -1.411771 2.107575 -1.081266 -0.355 0.316 -0.083
O -0.233656 1.168941 -0.981123 0.532 -0.751 0.102
C -1.028817 3.450245 -0.005070 -0.272 0.050 0.031
C 0.262858 3.964389 0.121976 0.466 -0.119 -0.325
C 0.480466 5.001137 1.023398 0.045 -0.016 0.023
C -0.575148 5.517217 1.760062 -0.041 -0.073 -0.056
C -1.863414 5.009165 1.623783 0.081 -0.022 0.051
C -2.080634 3.960828 0.745837 0.046 0.060 0.099
H -0.312597 3.483649 -2.689852 -0.022 -0.112 -0.028
H -2.110977 3.534524 -2.791158 -0.009 0.033 0.018
H -1.229680 2.105131 -3.407632 0.042 0.001 -0.005
H 2.107614 3.753744 -0.418232 0.081 -0.086 -0.071
H 1.480184 5.405976 1.127851 -0.009 0.006 0.024
H -0.388212 6.332359 2.446240 0.010 0.018 0.014
H -2.679925 5.409133 2.207245 -0.011 0.030 0.005
H -3.065772 3.519817 0.644831 -0.006 0.017 -0.028
```
Positions in Å, forces in eV/Å.

multiplicity	2
energy relative to the best compared isomer or geometry (same formula, charge and spin)	3.73	kcal per mole
frontier orbital gap (spin up / spin down)	5.3976 / 5.5657	eV
net charge	0
HOMO level (spin up / spin down)	-8.876 / -8.876	eV

---

(4)
Entry from the Open Molecules 2025 dataset: C22H12IrN5S2 as an isolated structure at a distorted geometry (wB97M-V/def2-TZVPD).

XYZ file:
```
42
Properties=species:S:1:pos:R:3:forces:R:3
Ir -0.548970 0.122610 -1.028349 0.508 -2.155 1.764
C 3.500793 1.002973 -2.361997 -0.070 0.026 -0.199
C 2.123978 0.739418 -2.381026 0.066 0.028 -0.154
N 1.380384 0.756136 -1.292607 0.117 -0.189 0.012
C 1.949903 1.103957 -0.091346 -0.255 -0.022 0.186
C 3.317222 1.388741 0.000237 0.203 0.094 0.148
C 4.095969 1.309353 -1.175622 0.057 0.003 0.091
C 3.863771 1.747412 1.254198 0.175 0.055 -0.056
C 3.049433 1.836343 2.342662 0.043 -0.017 -0.049
C 1.673977 1.556066 2.250399 -0.085 -0.023 -0.018
C 1.094554 1.172981 1.057223 -0.080 -0.170 0.133
N -0.234589 0.822612 0.804647 -0.203 0.516 -0.617
C -1.323480 0.689446 1.669193 0.081 -0.031 -0.051
C -1.410850 1.011997 3.007043 0.068 0.020 -0.041
C -2.604702 0.828964 3.730392 -0.005 -0.022 -0.008
C -3.723761 0.331252 3.136803 -0.197 -0.018 0.037
C -3.691084 -0.018195 1.766570 -0.137 0.022 0.241
C -4.814883 -0.531018 1.083687 0.024 0.008 0.122
C -4.715077 -0.848191 -0.237655 -0.066 -0.017 -0.184
C -3.487856 -0.667517 -0.888029 -0.183 -0.115 -0.175
N -2.424150 -0.192674 -0.275833 0.130 -0.033 -0.020
C -2.501198 0.150908 1.048494 0.325 0.101 0.163
H 4.062603 0.943549 -3.284082 -0.058 -0.004 0.026
H 1.618706 0.506560 -3.308995 0.050 -0.092 0.022
H 5.162499 1.497551 -1.120252 -0.066 0.013 0.009
H 4.923332 1.961649 1.330102 -0.065 -0.014 -0.029
H 3.460914 2.123085 3.302030 -0.048 -0.010 -0.028
H 1.096254 1.653685 3.149550 0.011 -0.023 -0.003
H -0.575284 1.423971 3.539661 -0.023 0.028 0.001
H -2.623865 1.096318 4.779124 0.025 0.007 -0.043
H -4.642770 0.207327 3.696528 0.031 -0.018 -0.053
H -5.745674 -0.669192 1.621643 0.043 0.016 -0.016
H -5.559105 -1.236064 -0.790674 0.058 0.003 -0.017
H -3.370439 -0.921095 -1.932411 0.005 -0.027 0.000
S -0.702704 -0.963160 -3.117643 0.122 0.444 -0.785
C 0.210766 -2.165921 -2.442943 0.174 -0.518 -0.708
S 0.240955 -2.256765 -0.775230 -0.517 2.207 0.241
C 1.080485 -3.061175 -3.251761 0.029 -0.313 -0.084
C 0.824920 -4.443176 -3.324438 0.091 0.077 0.086
N 0.593397 -5.576902 -3.359822 0.009 0.228 -0.004
C 2.228459 -2.491362 -3.846122 -0.286 0.012 0.002
N 3.147168 -1.942458 -4.283348 -0.101 -0.080 0.057
```
Positions in Å, forces in eV/Å.

multiplicity	2
frontier orbital gap (spin up / spin down)	5.3543 / 4.8806	eV
net charge	+1
HOMO level (spin up / spin down)	-10.632 / -10.657	eV

---

no.,total energy (eV)
1,-848874.4375
2,-114064.9322
3,-150998.4907
4,-54962.1890